{
  "formula": "C31H56MgN7O",
  "method": "ωB97M-V with the def2-TZVPD basis set",
  "orbital_gap_ev": 3.11,
  "lumo_ev": -8.326,
  "spin_multiplicity": 1,
  "total_charge": 1,
  "fmax_ha_per_bohr": 0.0792,
  "e_above_lowest_kcal_mol": 163.49,
  "mol_weight_g_mol": 567.1,
  "symbols": ["Mg", "C", "C", "C", "O", "H", "H", "H", "H", "H", "H", "H", "C", "C", "C", "C", "N", "H", "H", "H", "H", "H", "H", "H", "C", "C", "C", "C", "N", "H", "H", "H", "H", "H", "H", "H", "C", "C", "C", "C", "N", "H", "H", "H", "H", "H", "H", "H", "C", "C", "C", "C", "N", "H", "H", "H", "H", "H", "H", "H", "C", "C", "C", "C", "N", "H", "H", "H", "H", "H", "H", "H", "C", "C", "C", "C", "N", "H", "H", "H", "H", "H", "H", "H", "C", "C", "C", "C", "N", "H", "H", "H", "H", "H", "H", "H"],
  "positions_angstrom": [[26.522460, 12.046720, -12.717260], [23.408090, 17.921640, -13.096990], [24.883480, 17.450710, -13.124330], [25.790240, 18.407560, -12.423010], [25.113240, 16.120750, -12.783690], [22.809270, 17.462320, -13.883450], [23.322610, 19.006270, -13.163010], [22.862580, 17.793780, -12.162020], [25.223550, 17.518030, -14.157740], [26.840130, 18.202530, -12.632320], [25.690930, 18.337820, -11.339780], [25.533380, 19.441360, -12.654040], [17.313220, 22.862460, -11.897750], [18.174280, 24.153180, -11.810820], [19.726180, 23.812460, -11.896160], [20.124270, 23.187360, -10.615540], [20.485030, 22.724890, -9.612000], [16.244600, 23.076600, -11.881470], [17.561920, 22.094940, -11.164840], [17.479210, 22.371720, -12.856770], [17.921070, 24.688320, -10.895610], [17.850030, 24.761300, -12.655310], [20.365190, 24.676780, -12.077030], [19.957340, 23.120830, -12.706290], [33.671340, 16.429820, -14.715400], [32.485930, 17.180320, -15.431050], [32.948770, 18.596700, -15.742960], [33.085160, 19.326660, -14.437980], [33.242240, 19.858070, -13.417770], [34.646070, 16.707530, -15.116490], [33.518120, 15.350690, -14.705000], [33.630580, 16.791920, -13.688110], [31.599850, 17.170810, -14.796320], [32.292310, 16.723840, -16.401730], [32.176230, 19.087120, -16.335210], [33.944480, 18.598590, -16.186430], [27.945390, 22.325290, -6.564300], [29.367820, 22.641320, -6.937450], [29.971220, 21.784610, -7.983160], [29.960730, 20.362300, -7.594380], [29.962420, 19.229620, -7.260790], [27.314280, 22.240030, -7.448900], [27.541320, 23.110740, -5.925630], [27.822010, 21.357680, -6.077870], [29.929330, 22.781040, -6.013720], [29.475670, 23.641440, -7.357240], [30.957000, 22.155560, -8.263760], [29.378190, 21.639400, -8.886110], [28.182090, 26.866690, -13.094140], [28.350500, 25.338530, -12.989900], [27.894110, 24.547340, -14.259240], [26.503440, 24.738540, -14.654390], [25.417180, 24.906410, -14.973840], [28.871610, 27.276910, -13.831960], [28.448060, 27.291780, -12.126330], [27.139550, 27.167630, -13.197290], [27.734310, 25.054930, -12.136680], [29.397460, 25.108010, -12.792840], [28.196110, 23.501170, -14.308340], [28.321270, 24.954160, -15.175830], [25.047130, 21.407710, -21.650050], [24.835330, 21.315460, -20.105970], [24.483600, 19.961810, -19.626620], [25.600980, 18.996100, -19.752380], [26.435540, 18.215810, -19.903850], [24.138680, 21.217320, -22.221510], [25.825330, 20.741120, -22.021740], [25.342950, 22.417560, -21.934290], [24.014700, 21.963900, -19.799070], [25.717720, 21.647830, -19.559150], [23.627880, 19.636650, -20.218330], [24.231370, 19.984610, -18.566450], [22.859230, 13.542110, -6.436490], [22.431620, 14.860710, -7.119420], [23.352230, 16.035820, -6.833360], [23.364580, 16.500570, -5.414200], [23.392860, 16.825670, -4.298400], [23.894400, 13.401410, -6.747510], [22.183770, 12.735850, -6.722480], [22.892650, 13.625000, -5.350160], [21.423130, 15.158470, -6.832420], [22.469850, 14.723120, -8.200030], [23.093280, 16.929470, -7.401180], [24.378130, 15.747590, -7.062620], [21.862820, 13.056920, -19.201620], [20.619540, 13.001550, -18.283310], [20.564700, 11.718180, -17.397440], [21.791690, 11.551250, -16.574280], [22.766290, 11.389170, -15.962190], [22.008190, 12.145940, -19.782200], [22.794690, 13.086150, -18.636940], [21.863480, 13.875200, -19.921710], [19.688110, 13.025740, -18.848950], [20.599140, 13.867550, -17.621690], [20.395360, 10.831050, -18.007720], [19.778180, 11.754130, -16.643660]],
  "forces_ev_per_a": [[-0.2, 0.4, -0.1], [-0.5, 0.0, -0.1], [-1.5, -1.7, 1.7], [1.3, 0.7, 1.0], [-0.4, 1.9, -0.6], [0.1, 0.0, 0.0], [0.5, 0.1, -0.7], [0.5, -0.8, 0.3], [0.2, -0.3, -1.2], [0.0, 0.2, -0.1], [-0.2, -0.3, 0.1], [0.1, -0.1, -0.4], [0.5, 0.1, -0.4], [0.1, -1.2, -0.5], [-1.2, 0.1, 0.7], [0.9, -0.4, 0.9], [-0.7, 0.6, -1.5], [0.1, 0.1, 0.3], [-0.1, 0.3, 0.3], [0.1, 0.1, -0.2], [0.3, 0.1, 0.0], [0.4, 0.2, 0.0], [-0.2, 0.2, 0.2], [-0.3, -0.1, 0.0], [-1.4, 0.6, 0.2], [1.8, -0.9, -0.3], [-0.6, 0.6, 1.7], [0.3, 0.6, 0.5], [-0.3, -0.7, -1.4], [-0.1, -0.2, -0.2], [0.2, 0.1, -0.1], [0.3, -0.2, 0.2], [0.0, 0.0, -0.2], [-0.3, -0.2, 0.1], [0.4, 0.3, -0.2], [-0.3, 0.1, -0.4], [-0.7, -0.1, -0.3], [-0.4, 1.8, 0.5], [0.3, -2.1, -0.3], [1.1, -3.6, 1.6], [-0.2, 3.5, -1.1], [-0.1, 0.3, -0.2], [-0.1, -0.1, 0.0], [0.3, 0.0, 0.3], [0.5, -0.8, -0.1], [-0.6, 0.3, -0.1], [0.1, -0.5, 0.0], [-0.3, 1.2, -0.3], [0.3, -0.5, 0.5], [-0.7, 0.2, -0.6], [0.3, 0.9, -0.6], [-0.1, -0.5, 0.9], [-0.5, 0.1, -0.2], [-0.4, 0.2, -0.2], [0.3, 0.0, 0.0], [0.1, -0.1, -0.7], [0.2, -0.5, 0.0], [-0.1, -0.2, 0.0], [-0.3, -0.1, 0.5], [1.0, 0.3, 0.1], [0.0, 0.4, 0.6], [0.5, 1.3, -1.1], [0.2, -1.3, 0.3], [-0.2, -0.4, -0.5], [-0.3, 0.4, 0.2], [-0.2, -0.2, 0.2], [0.0, -0.1, 0.2], [0.1, 0.0, 0.2], [0.0, 0.2, -0.1], [0.1, 0.2, -0.2], [0.0, -0.5, 0.2], [-0.3, 0.0, 0.0], [0.1, 1.2, -0.2], [-0.3, -0.1, 0.4], [0.4, 0.5, 1.1], [0.0, -0.1, 1.2], [-0.1, -0.4, -1.8], [0.0, -0.7, -0.1], [0.3, -0.1, 0.0], [-0.2, 0.1, 0.0], [-0.1, -0.2, -0.1], [-0.2, -0.1, -0.1], [0.0, -0.2, -0.3], [0.1, 0.2, -0.1], [0.0, -0.5, 0.2], [0.4, -0.4, 0.1], [0.6, 0.5, 0.4], [1.2, -0.5, 0.1], [-1.4, 0.4, -0.7], [-0.5, -0.2, -0.1], [-0.1, 0.4, 0.3], [-0.2, 0.1, 0.2], [0.1, 0.0, -0.1], [0.1, 0.1, 0.0], [0.2, -0.1, 0.1], [-0.4, 0.2, -0.3]],
  "mulliken_charge": [0.81, -1.19, 0.76, -1.19, -0.36, 0.30, 0.37, 0.34, 0.17, 0.32, 0.32, 0.36, -1.15, -0.42, -0.39, 0.23, -0.43, 0.33, 0.35, 0.31, 0.32, 0.30, 0.29, 0.26, -1.08, -0.45, -0.42, 0.21, -0.41, 0.31, 0.31, 0.34, 0.30, 0.32, 0.28, 0.29, -1.15, -0.30, -0.32, 0.16, -0.46, 0.30, 0.33, 0.35, 0.29, 0.29, 0.33, 0.18, -1.16, -0.36, -0.41, 0.18, -0.43, 0.32, 0.32, 0.36, 0.28, 0.31, 0.35, 0.23, -1.12, -0.40, -0.39, 0.23, -0.42, 0.33, 0.34, 0.31, 0.28, 0.31, 0.27, 0.27, -1.07, -0.39, -0.39, 0.17, -0.40, 0.30, 0.31, 0.34, 0.32, 0.27, 0.28, 0.27, -1.14, -0.35, -0.41, 0.19, -0.43, 0.32, 0.34, 0.33, 0.29, 0.27, 0.30, 0.29]
}

=====

{
  "formula": "C31H56N4NaS5",
  "method": "ωB97M-V with the def2-TZVPD basis set",
  "orbital_gap_ev": 6.06,
  "lumo_ev": 1.703,
  "spin_multiplicity": 1,
  "total_charge": -1,
  "fmax_ha_per_bohr": 0.0069,
  "e_above_lowest_kcal_mol": 1.68,
  "mol_weight_g_mol": 668.1,
  "symbols": ["Na", "C", "C", "N", "C", "C", "N", "C", "C", "C", "N", "C", "C", "N", "C", "H", "H", "H", "H", "H", "H", "H", "H", "H", "H", "H", "H", "H", "H", "H", "H", "H", "H", "H", "H", "H", "H", "H", "H", "C", "C", "C", "C", "C", "C", "C", "C", "C", "C", "C", "C", "C", "C", "C", "C", "C", "H", "H", "H", "H", "H", "H", "H", "H", "H", "H", "H", "H", "H", "H", "H", "H", "H", "H", "H", "H", "H", "H", "H", "H", "H", "H", "H", "H", "H", "C", "S", "C", "C", "S", "S", "C", "S", "S", "H", "H", "H"],
  "positions_angstrom": [[-0.262345, 0.535180, -0.193004], [-2.959132, -1.915410, 1.153559], [-3.147151, -1.367517, -0.260385], [-1.897901, -1.113953, -0.987699], [-1.106939, -2.326198, -1.262538], [0.122841, -2.478280, -0.374807], [1.135036, -1.464459, -0.671398], [2.396700, -1.726587, 0.023457], [2.435466, -1.306796, 1.491155], [2.528435, 0.199765, 1.741790], [1.280991, 0.937496, 1.578445], [0.504558, 1.177608, 2.792267], [-0.545080, 0.113858, 3.084640], [-1.459055, -0.054847, 1.960953], [-2.612900, -0.906189, 2.246619], [-2.211968, -2.712241, 1.134704], [-3.897497, -2.397269, 1.446338], [-3.714169, -0.431889, -0.223990], [-3.763624, -2.092120, -0.812510], [-2.142951, -0.690859, -1.873495], [-0.766191, -2.309639, -2.301273], [-1.728159, -3.226380, -1.159889], [0.524636, -3.493966, -0.525113], [-0.156664, -2.393870, 0.680024], [1.342624, -1.531663, -1.669665], [3.188270, -1.198204, -0.515561], [2.644937, -2.797176, -0.035719], [3.324364, -1.769473, 1.933326], [1.578814, -1.723250, 2.030970], [3.268403, 0.616843, 1.050476], [2.926269, 0.360333, 2.754681], [1.436418, 1.825524, 1.113149], [-0.008497, 2.132679, 2.658698], [1.153843, 1.272351, 3.675588], [-1.062665, 0.406789, 4.013229], [-0.070522, -0.853156, 3.285842], [-1.781821, 0.857011, 1.638145], [-3.498473, -0.293824, 2.462323], [-2.410019, -1.467783, 3.163492], [-0.549012, 3.858939, 0.857501], [0.292850, 3.637546, -0.260875], [-0.493101, 2.928181, -1.237022], [-1.774467, 2.726931, -0.648638], [-1.814870, 3.298493, 0.635956], [-3.036336, 3.500455, 1.515219], [-2.730155, 3.230358, 2.994655], [-4.189074, 2.594381, 1.079727], [-3.501839, 4.961350, 1.391003], [-0.228703, 2.550402, -2.710499], [0.756691, 1.381903, -2.894560], [0.240840, 3.759437, -3.531727], [-1.529332, 2.092002, -3.396084], [1.684099, 4.283231, -0.319525], [1.581437, 5.676490, -0.968831], [2.741685, 3.449580, -1.053395], [2.266474, 4.519616, 1.088711], [-0.279786, 4.414484, 1.746791], [-2.613328, 2.255687, -1.140579], [-2.491509, 2.177571, 3.172655], [-3.592847, 3.486240, 3.618440], [-1.880004, 3.828351, 3.331831], [-3.900520, 1.539997, 1.121915], [-4.495385, 2.814565, 0.054615], [-5.055386, 2.736302, 1.733184], [-2.714234, 5.639390, 1.726310], [-4.401147, 5.146455, 1.991229], [-3.721586, 5.197724, 0.347538], [1.716795, 1.539473, -2.407989], [0.943470, 1.179582, -3.952034], [0.334675, 0.453605, -2.497082], [1.194604, 4.162118, -3.195424], [-0.500733, 4.560146, -3.466862], [0.354971, 3.476973, -4.583044], [-1.954132, 1.211316, -2.910671], [-1.318266, 1.823632, -4.433718], [-2.284643, 2.880288, -3.383267], [1.132082, 5.629211, -1.960187], [2.567935, 6.145432, -1.056686], [0.945143, 6.316004, -0.351206], [2.540791, 3.333207, -2.114936], [2.818294, 2.447965, -0.617510], [3.719845, 3.930548, -0.957226], [1.596734, 5.079122, 1.740201], [3.190541, 5.097989, 0.995104], [2.524398, 3.582422, 1.591095], [-0.290328, -5.404539, -3.652277], [-0.221326, -4.885665, -5.384766], [1.470843, -4.458428, -5.499928], [2.044901, -3.363342, -4.930753], [1.319092, -2.117660, -4.015191], [3.787471, -3.280299, -5.195094], [4.003321, -4.706788, -6.146188], [5.471380, -5.245076, -6.683997], [2.530780, -5.563526, -6.358985], [0.331110, -6.282779, -3.485783], [-1.331175, -5.645241, -3.429640], [0.038499, -4.574585, -3.026328]],
  "forces_ev_per_a": [[0.0, -0.1, 0.0], [0.0, 0.0, 0.0], [0.0, 0.0, 0.0], [0.0, -0.1, 0.0], [0.0, 0.0, 0.0], [0.0, 0.0, 0.0], [0.0, 0.0, 0.0], [0.0, 0.0, 0.0], [0.0, 0.0, 0.0], [0.0, 0.0, 0.0], [0.0, 0.1, 0.1], [0.0, 0.0, -0.1], [0.0, 0.0, 0.0], [0.0, 0.0, 0.0], [0.0, 0.0, 0.0], [0.0, 0.0, 0.0], [0.0, 0.0, 0.0], [0.0, 0.0, 0.0], [0.0, 0.0, 0.0], [0.0, 0.0, 0.0], [0.0, 0.0, 0.0], [0.0, 0.0, 0.0], [0.0, 0.0, 0.0], [0.0, 0.0, 0.0], [0.0, 0.0, 0.0], [0.0, 0.0, 0.0], [0.0, 0.0, 0.0], [0.0, 0.0, 0.0], [0.0, 0.0, 0.0], [0.0, 0.0, 0.0], [0.0, 0.0, 0.0], [0.0, 0.1, 0.1], [0.0, 0.0, 0.0], [0.0, 0.0, 0.0], [0.0, 0.0, 0.0], [0.0, 0.0, 0.0], [0.1, 0.0, 0.1], [0.0, 0.0, 0.0], [0.0, 0.0, 0.0], [0.0, -0.1, 0.0], [-0.1, 0.0, 0.0], [-0.1, 0.1, -0.1], [0.1, 0.0, 0.0], [0.0, -0.1, 0.0], [0.0, 0.0, 0.0], [0.0, 0.0, 0.0], [0.0, 0.0, 0.0], [0.0, 0.0, 0.0], [0.0, 0.0, 0.0], [0.0, 0.0, 0.1], [0.1, 0.0, 0.0], [0.0, 0.0, 0.1], [0.0, 0.1, 0.0], [-0.1, 0.0, 0.0], [0.0, 0.0, 0.0], [0.0, 0.0, 0.0], [0.0, 0.0, 0.0], [0.0, 0.0, 0.0], [0.0, 0.0, 0.0], [0.0, 0.0, 0.0], [0.0, 0.0, 0.0], [0.0, 0.0, 0.0], [0.0, 0.0, 0.0], [0.0, 0.0, 0.0], [0.0, 0.0, 0.0], [0.0, 0.0, 0.0], [0.0, 0.0, 0.0], [0.0, 0.0, 0.0], [0.0, 0.0, 0.0], [0.0, 0.0, 0.0], [-0.1, -0.1, -0.1], [0.0, 0.0, 0.0], [0.0, 0.0, 0.0], [0.0, 0.0, 0.0], [0.0, 0.0, 0.0], [0.0, 0.0, 0.0], [0.0, 0.1, 0.1], [0.0, 0.0, 0.0], [0.0, 0.0, 0.0], [0.0, 0.0, 0.1], [0.0, 0.0, 0.0], [0.0, 0.0, 0.0], [0.0, 0.0, -0.1], [0.0, 0.0, 0.0], [-0.1, 0.0, 0.0], [0.0, 0.0, 0.0], [0.0, 0.0, 0.0], [0.1, 0.0, 0.0], [0.0, -0.1, 0.0], [0.0, 0.2, 0.0], [-0.1, 0.0, -0.1], [-0.1, -0.1, 0.3], [0.0, 0.1, -0.1], [0.0, 0.1, 0.0], [0.0, 0.0, 0.0], [0.0, 0.0, 0.0], [0.0, 0.0, 0.0]],
  "mulliken_charge": [0.69, -0.49, -0.98, 0.12, -1.09, -0.74, 0.41, -0.99, -0.56, -0.97, 0.85, -0.50, -1.25, 1.72, -1.17, 0.21, 0.49, 0.41, 0.44, -0.02, 0.48, 0.34, 0.58, 0.20, -0.40, 0.44, 0.37, 0.51, 0.03, 0.41, 0.37, -0.75, -0.03, 0.41, 0.53, 0.56, -1.20, 0.30, 0.56, -0.94, 0.50, -1.03, -0.29, -0.18, 2.66, -1.47, -1.69, -1.94, 3.34, -1.36, -2.09, -2.05, 2.54, -1.77, -1.69, -1.81, 0.24, 0.31, 0.08, 0.54, 0.20, 0.09, 0.30, 0.44, 0.32, 0.46, 0.37, -0.22, 0.78, 0.00, 0.30, 0.35, 0.49, 0.04, 0.46, 0.37, 0.24, 0.49, 0.33, 0.30, -0.03, 0.57, 0.28, 0.51, 0.27, -0.24, -0.14, -0.23, -0.08, -0.11, -0.06, 0.09, -0.33, -0.11, 0.37, 0.28, -0.32]
}